{
  "formula": "C28H26HfN6O2SSe5",
  "method": "ωB97M-V with the def2-TZVPD basis set",
  "elements": ["Hf", "O", "C", "C", "C", "C", "C", "C", "C", "N", "C", "C", "N", "C", "C", "C", "C", "C", "C", "C", "O", "H", "H", "H", "H", "H", "H", "H", "H", "H", "H", "H", "H", "H", "H", "Se", "Se", "Se", "Se", "C", "N", "C", "Se", "N", "C", "C", "C", "C", "C", "C", "H", "H", "H", "H", "H", "H", "H", "H", "S", "C", "N", "C", "C", "C", "N", "H", "H", "H", "H"],
  "coordinates": [[-0.199, -0.301, 1.252], [0.864, 1.171, 0.291], [0.771, 2.423, -0.068], [1.434, 2.895, -1.210], [1.308, 4.215, -1.581], [0.553, 5.120, -0.824], [-0.073, 4.673, 0.314], [0.015, 3.328, 0.700], [-0.667, 2.900, 1.885], [-0.816, 1.695, 2.315], [-1.427, 1.538, 3.633], [-0.492, 0.633, 4.410], [-0.345, -0.593, 3.633], [-0.447, -1.694, 4.277], [-0.304, -3.028, 3.753], [-0.514, -4.112, 4.616], [-0.363, -5.407, 4.175], [0.007, -5.625, 2.845], [0.233, -4.575, 1.981], [0.087, -3.251, 2.422], [0.322, -2.254, 1.604], [2.013, 2.194, -1.796], [1.807, 4.560, -2.479], [0.470, 6.154, -1.130], [-0.665, 5.353, 0.917], [-1.085, 3.707, 2.493], [-2.404, 1.060, 3.520], [-1.560, 2.502, 4.129], [-0.862, 0.428, 5.418], [0.491, 1.105, 4.486], [-0.641, -1.642, 5.352], [-0.803, -3.914, 5.642], [-0.537, -6.240, 4.841], [0.113, -6.640, 2.481], [0.502, -4.740, 0.947], [-2.752, -1.018, 1.459], [-3.006, -1.828, -0.750], [-1.098, -3.075, -1.215], [0.482, -1.333, -1.309], [-3.129, 3.605, -3.845], [-2.223, 2.482, -3.918], [-1.852, 1.700, -2.864], [-2.390, 1.856, -1.130], [-0.997, 0.773, -3.348], [-0.806, 0.945, -4.705], [-0.035, 0.267, -5.633], [-0.081, 0.719, -6.944], [-0.874, 1.807, -7.313], [-1.649, 2.485, -6.381], [-1.596, 2.035, -5.073], [-3.192, 3.919, -2.806], [-4.123, 3.326, -4.197], [-2.741, 4.420, -4.456], [-0.561, 0.084, -2.733], [0.575, -0.579, -5.347], [0.507, 0.214, -7.699], [-0.887, 2.127, -8.346], [-2.269, 3.324, -6.669], [2.572, -0.032, 2.612], [3.117, -1.603, 2.320], [3.046, -2.106, 1.051], [3.351, -3.371, 0.730], [3.866, -4.185, 1.692], [4.011, -3.612, 2.966], [3.659, -2.387, 3.280], [2.581, -1.522, 0.359], [3.149, -3.659, -0.292], [4.128, -5.210, 1.489], [4.428, -4.205, 3.774]],
  "mulliken_charge": [-0.909, 0.072, 0.386, -0.694, -0.467, -0.885, -0.722, 0.683, -0.275, 0.153, -0.864, -0.797, 0.365, -0.099, 0.583, -0.790, -0.844, -0.720, -0.717, 0.417, 1.535, 0.481, 0.426, 0.421, 0.382, 0.215, 0.140, 0.565, 0.536, 0.153, 0.219, 0.390, 0.405, 0.443, 0.403, -0.239, -0.119, -0.170, -0.792, -1.046, 0.396, -0.359, -0.155, 0.812, 0.531, -0.602, -0.494, -0.557, -0.763, 0.438, 0.332, 0.295, 0.355, -0.382, 0.431, 0.393, 0.379, 0.399, -0.264, 0.498, 0.099, -0.113, -0.564, -0.065, -0.542, -0.028, 0.463, 0.431, 0.409],
  "de_lowest_ev": 0.0000,
  "homo_lumo_gap_ev": 6.515,
  "e_tot_ha": -14015.25298
}

{
  "formula": "C28H26MoN6O4S",
  "method": "ωB97M-V with the def2-TZVPD basis set",
  "elements": ["Mo", "O", "C", "N", "C", "O", "C", "C", "C", "C", "C", "N", "C", "C", "C", "C", "C", "N", "H", "H", "H", "H", "H", "H", "H", "H", "N", "C", "N", "S", "H", "H", "H", "H", "C", "C", "C", "C", "C", "C", "N", "C", "C", "C", "C", "C", "C", "C", "O", "O", "C", "C", "H", "H", "H", "H", "H", "H", "H", "H", "H", "H", "H", "H", "H", "H"],
  "coordinates": [[0.260, -0.684, 0.467], [-2.986, -3.093, 0.010], [-2.050, -2.370, -0.140], [-1.525, -1.463, 0.813], [-2.174, -1.251, 2.061], [-3.262, -1.628, 2.364], [-1.296, -0.461, 2.992], [-1.705, -0.144, 4.267], [-0.832, 0.569, 5.079], [0.413, 0.932, 4.585], [0.756, 0.580, 3.293], [-0.090, -0.102, 2.509], [-1.276, -2.333, -1.439], [-1.740, -3.026, -2.535], [-1.028, -2.940, -3.724], [0.121, -2.163, -3.766], [0.529, -1.504, -2.623], [-0.151, -1.589, -1.473], [-2.684, -0.462, 4.598], [-1.118, 0.834, 6.088], [1.117, 1.481, 5.193], [1.717, 0.828, 2.864], [-2.646, -3.607, -2.437], [-1.370, -3.467, -4.605], [0.703, -2.068, -4.672], [1.429, -0.906, -2.607], [1.268, 2.520, -2.487], [1.465, 1.716, -1.459], [2.612, 1.090, -1.290], [0.161, 1.577, -0.291], [2.015, 2.784, -3.113], [0.374, 2.971, -2.609], [3.370, 1.146, -1.959], [2.781, 0.557, -0.444], [7.559, -0.673, -2.010], [6.200, -1.284, -2.190], [5.319, -0.765, -3.135], [4.065, -1.331, -3.335], [3.684, -2.419, -2.570], [4.549, -2.934, -1.611], [4.116, -4.078, -0.865], [2.884, -4.154, -0.259], [2.133, -5.343, -0.362], [0.888, -5.483, 0.217], [0.320, -4.438, 0.950], [1.055, -3.280, 1.083], [2.318, -3.106, 0.489], [3.009, -1.826, 0.761], [4.168, -1.588, 0.855], [2.091, -0.789, 0.937], [5.816, -2.388, -1.410], [6.756, -2.941, -0.383], [7.707, 0.163, -2.690], [8.346, -1.405, -2.199], [7.699, -0.315, -0.988], [5.646, 0.060, -3.759], [3.426, -0.964, -4.133], [2.744, -2.929, -2.744], [4.464, -4.959, -1.214], [2.548, -6.162, -0.937], [0.355, -6.417, 0.104], [-0.635, -4.557, 1.444], [0.723, -2.558, 1.839], [6.312, -3.764, 0.170], [7.027, -2.166, 0.334], [7.680, -3.291, -0.846]],
  "mulliken_charge": [0.270, -0.508, -0.185, 0.240, 0.052, -0.509, 0.640, -0.850, -0.314, -0.822, -0.352, 0.305, 0.680, -0.655, -0.545, -0.951, -0.348, 0.485, 0.579, 0.473, 0.449, 0.573, 0.566, 0.485, 0.513, 0.659, -0.382, 0.837, -0.205, -0.417, 0.231, 0.247, 0.144, 0.022, -1.633, 1.380, -1.270, -0.793, -0.035, -0.870, 0.159, 0.252, -0.770, -1.021, -0.747, -0.353, 1.093, 0.187, -0.561, 0.050, 0.819, -1.904, 0.409, 0.361, 0.347, 0.443, 0.498, 0.796, 0.265, 0.431, 0.449, 0.560, 0.827, 0.397, 0.387, 0.442],
  "de_lowest_ev": 0.6486,
  "homo_lumo_gap_ev": [5.918, 5.815],
  "total_charge": 2,
  "e_tot_ha": -2178.09999,
  "multiplicity": 3
}